(1)
29
Properties=species:S:1:pos:R:3:forces:R:3:lowdin_charge:R:1 method="wB97M-V/def2-TZVPD" charge=-1 gap_ev=5.84 de_lowest_kcal_mol=0.00 total_energy_ev=-28240.3677
Na -0.2188 -0.4191 -0.3559 -0.14 -0.10 -0.09 0.344
C 1.7848 1.2833 0.9999 1.21 1.91 4.34 -0.791
O 1.8293 0.1739 1.7456 0.21 0.01 -0.90 -0.156
O 0.8240 1.3993 0.1475 -0.23 -0.34 -0.86 -0.170
O 2.5164 2.2348 1.3961 -0.61 -0.76 -1.73 -0.048
O -0.8861 -2.5233 -1.0669 -2.01 1.12 -0.86 -0.010
H 0.0171 -2.7550 -1.0576 1.47 -0.92 0.69 0.006
H -1.4639 -3.1010 -0.5749 0.54 -0.44 0.27 0.055
O -2.8706 -0.8154 0.8410 0.90 1.93 0.62 -0.047
H -2.0983 -0.7301 1.4698 -0.49 -0.20 -0.70 0.026
H -3.1178 -1.7086 0.7993 -0.38 -1.82 0.15 0.000
O 1.7269 -1.8264 0.3627 0.83 -3.31 -2.83 -0.079
H 2.0379 -1.0255 0.7784 0.16 2.05 1.74 -0.045
H 2.4765 -2.0845 -0.2420 -1.20 0.33 1.00 0.068
O 1.2024 -0.7574 -2.3404 -1.84 -0.13 -0.06 -0.016
H 1.8029 -0.0208 -2.3519 0.88 0.41 -0.26 0.023
H 1.5860 -1.6196 -2.4057 0.92 -0.10 -0.12 0.030
O 1.8328 2.0700 -2.0968 -0.14 -0.47 -0.48 -0.105
H 1.2519 2.8396 -2.1560 0.21 -0.25 0.04 0.038
H 1.4288 1.5698 -1.3284 0.24 1.09 0.15 -0.013
O -0.4904 -0.4181 2.2400 -1.75 -0.84 -0.58 -0.060
H 0.4615 -0.1348 2.1918 1.74 0.20 -0.84 -0.018
H -0.7580 -0.1599 3.0978 -0.54 0.33 1.43 0.031
O -2.0607 0.8008 -1.4373 1.55 0.79 -1.34 -0.034
H -2.7406 0.1910 -1.2723 -1.38 -1.16 0.61 -0.004
H -2.0397 1.4073 -0.6912 -0.16 0.38 0.70 -0.004
O -1.5717 2.2541 0.8451 -0.66 0.10 0.59 -0.070
H -0.6369 1.9766 0.7529 0.69 0.08 -0.27 0.005
H -1.8256 1.8992 1.7095 0.00 0.09 -0.40 0.044

***

(2)
52
Properties=species:S:1:pos:R:3:forces:R:3:lowdin_charge:R:1 method="wB97M-V/def2-TZVPD" charge=-1 gap_ev="6.33 / 6.31" de_lowest_kcal_mol=0.00 total_energy_ev=-87359.5254
Fe 0.3280 -0.8893 -0.3041 0.12 0.58 0.25 0.563
O 4.1296 0.2539 -1.2290 0.01 0.00 0.00 0.025
C 2.9087 0.2150 -1.1095 0.01 -0.04 0.06 -0.595
O 2.2563 -0.4648 -0.2463 0.00 -0.03 0.02 -0.050
C 2.0667 1.1429 -1.9973 0.01 0.09 -0.07 -0.095
C 1.0570 1.9126 -1.1372 0.01 0.04 0.02 -0.231
C 0.5496 3.1534 -1.8716 -0.02 0.00 0.00 -0.095
C -0.3669 2.5173 -2.9479 0.00 0.00 0.01 -0.093
C -0.2361 1.0287 -2.6183 -0.08 -0.04 -0.04 -0.235
O -0.1104 1.0532 -1.1753 0.13 -0.36 0.04 -0.120
C 1.1250 0.4808 -3.0585 0.14 0.06 0.02 -0.093
C 1.0762 -1.0582 -3.1178 -0.35 -0.01 -0.07 -0.595
O 1.4807 -1.6118 -4.1338 0.09 0.00 -0.01 0.026
O 0.4654 -1.6283 -2.1453 0.22 -0.29 0.20 -0.080
H 2.7641 1.8224 -2.4849 -0.01 0.01 -0.01 0.145
H 1.3545 2.0535 -0.1014 0.00 -0.01 0.01 0.162
H -0.0190 3.7959 -1.1985 0.00 0.00 0.00 0.108
H 1.3703 3.7333 -2.2921 0.00 0.00 0.00 0.113
H -1.3991 2.8505 -2.8354 0.00 0.00 0.00 0.108
H -0.0458 2.7293 -3.9672 0.00 0.00 0.00 0.113
H -1.0866 0.4065 -2.8869 0.00 0.01 0.00 0.157
H 1.3833 0.8253 -4.0588 0.01 -0.01 0.00 0.145
Cl 4.3030 -1.9206 5.5579 0.00 0.00 0.00 0.591
C 3.2770 -2.0304 4.1426 0.00 0.00 0.00 -0.683
C 3.3979 -3.1465 3.2904 0.01 -0.01 0.00 -0.111
C 2.5948 -3.2707 2.1975 -0.03 0.01 -0.02 0.006
C 1.6238 -2.2753 1.8378 -0.02 -0.03 -0.01 -0.349
O 0.8603 -2.4753 0.8452 0.01 0.05 -0.40 -0.057
C 1.5470 -1.1410 2.7225 0.01 0.03 0.03 -0.136
C 0.4939 -0.2018 2.5634 -0.01 -0.03 -0.06 -0.044
N -0.1389 -0.0616 1.4453 -0.16 0.06 -0.04 0.046
C -1.4372 0.4741 1.4023 0.08 -0.09 -0.11 -0.173
C -1.9789 1.4648 2.1757 -0.04 0.02 0.00 -0.015
C -3.3397 1.8157 2.0194 0.03 0.01 0.02 -0.084
C -4.1450 1.1788 1.1186 -0.03 -0.02 -0.02 -0.049
C -3.6120 0.1562 0.2924 -0.06 0.02 0.00 -0.154
C -4.3524 -0.5659 -0.6750 0.00 0.01 0.02 -0.018
C -3.7267 -1.5172 -1.4264 0.02 -0.02 -0.02 -0.040
C -2.3426 -1.7460 -1.2569 -0.04 0.02 -0.05 -0.073
N -1.6336 -1.0904 -0.3728 -0.28 0.04 0.12 0.070
C -2.2564 -0.1667 0.4218 0.20 -0.04 0.06 -0.123
C 2.3597 -1.0625 3.8734 0.02 -0.01 0.01 -0.084
H 4.1379 -3.9037 3.5178 0.00 0.00 0.00 0.098
H 2.6819 -4.1201 1.5331 0.00 0.00 0.00 0.116
H 0.1501 0.3356 3.4512 -0.01 -0.01 0.02 0.130
H -1.3690 1.9839 2.9036 0.00 0.00 0.01 0.107
H -3.7491 2.6051 2.6376 0.00 0.00 0.00 0.099
H -5.1892 1.4495 1.0200 0.00 0.00 0.00 0.105
H -5.4069 -0.3534 -0.8076 0.00 0.00 0.00 0.112
H -4.2653 -2.0858 -2.1722 0.00 0.00 0.00 0.102
H -1.7884 -2.4362 -1.8817 0.01 0.00 0.01 0.124
H 2.2524 -0.2147 4.5405 0.00 0.00 0.00 0.107

***

(3)
86
Properties=species:S:1:pos:R:3:forces:R:3:lowdin_charge:R:1 method="wB97M-V/def2-TZVPD" charge=+2 gap_ev="4.17 / 3.54" de_lowest_kcal_mol=0.00 total_energy_ev=-195556.7972
N -7.2010 5.6127 -6.8358 -0.27 0.38 -0.31 0.059
C -6.9794 6.2191 -5.6721 0.45 -0.74 0.35 -0.127
C -6.1793 5.6487 -4.6730 0.36 -0.54 -0.30 -0.010
C -5.5349 4.4064 -4.9186 -0.66 0.44 -0.85 -0.204
C -5.8323 3.7737 -6.1514 -0.14 0.61 0.16 -0.015
C -6.6589 4.4252 -7.0790 0.51 -0.27 0.89 -0.128
C -4.5788 3.8144 -3.9669 0.18 -0.36 -0.49 -0.008
Pb 0.6208 0.8798 -0.1337 -0.04 -0.95 1.70 0.955
P 5.8227 -0.8167 -1.0334 -2.70 0.04 -0.62 1.188
C -3.7319 2.8030 -4.3007 -1.61 1.50 -0.62 -0.053
C -2.8623 2.1764 -3.3704 0.75 -0.53 0.79 -0.216
C -1.7237 1.4877 -3.8384 0.12 0.09 0.33 -0.005
C -0.8140 0.9452 -2.9323 -0.47 -0.08 -0.05 -0.165
C -1.1295 1.0213 -1.5710 0.23 0.48 -0.66 -0.478
C -2.2115 1.7430 -1.0845 -0.70 -0.19 0.14 -0.151
C -3.1201 2.2834 -1.9930 0.63 -0.19 -0.04 0.001
Br 1.7451 -1.4475 1.4823 0.16 0.47 -0.34 0.048
H -4.5598 4.2853 -2.9749 0.03 -0.35 -0.37 0.117
H -3.6766 2.4800 -5.3406 -0.06 0.03 0.26 0.114
H -6.0441 6.1768 -3.7307 0.09 -0.12 -0.17 0.109
H -5.4326 2.7937 -6.3998 -0.07 0.20 0.07 0.101
H -7.4446 7.1920 -5.5169 0.04 -0.23 -0.07 0.112
H -6.8742 3.9602 -8.0408 -0.02 0.14 0.20 0.112
H -1.5545 1.4180 -4.9161 0.04 0.09 0.35 0.129
H -4.0222 2.7916 -1.6488 0.38 -0.17 -0.01 0.123
H 0.1185 0.4912 -3.2908 -0.45 0.05 0.15 0.097
H -2.3864 1.8914 -0.0122 0.03 -0.24 -0.42 0.053
P -0.5440 -1.9248 -0.9439 -0.78 -1.43 -0.72 0.926
C 5.3582 0.9305 -0.8561 0.86 0.33 0.47 -0.373
C 6.5089 1.8410 -1.3152 0.10 0.36 -0.10 -0.139
H 5.1287 1.0925 0.2080 0.02 -0.03 -0.29 0.096
H 4.4527 1.0900 -1.4603 0.15 -0.19 0.20 0.091
H 6.3658 2.8557 -0.9278 0.04 -0.22 -0.14 0.085
H 7.4798 1.4762 -0.9536 -0.26 0.18 -0.04 0.076
H 6.5591 1.9049 -2.4091 0.01 -0.05 0.24 0.081
C 5.1060 -1.3048 -2.6514 0.97 0.15 -0.38 -0.366
C 5.9046 -2.4406 -3.3033 -0.01 -0.28 -0.26 -0.138
H 5.1203 -0.4045 -3.2844 -0.03 -0.27 0.14 0.093
H 4.0632 -1.6021 -2.4633 0.24 0.19 0.11 0.083
H 5.6516 -2.5114 -4.3674 0.07 -0.04 0.25 0.086
H 6.9863 -2.2697 -3.2241 -0.29 -0.05 -0.11 0.077
H 5.6767 -3.4093 -2.8415 0.10 0.22 -0.07 0.081
C 4.8232 -1.7532 0.1497 0.92 -0.69 0.41 -0.444
C 5.5899 -2.0466 1.4441 -0.06 -0.11 0.37 -0.143
H 4.5079 -2.6889 -0.3383 0.16 0.30 0.08 0.097
H 3.9224 -1.1512 0.3557 0.18 0.00 -0.19 -0.046
H 5.0221 -2.7570 2.0561 0.14 0.21 -0.11 0.079
H 6.5766 -2.4813 1.2358 -0.30 0.05 0.10 0.078
H 5.7342 -1.1351 2.0376 -0.01 -0.19 -0.12 0.081
C -0.5286 -3.4130 0.1792 0.42 0.54 0.96 -0.432
C -1.6650 -4.4254 0.1243 -0.23 -0.05 -0.17 -0.123
H -0.4439 -2.9842 1.1905 -0.07 -0.34 -0.27 -0.011
H 0.4306 -3.9188 -0.0087 -0.21 0.31 0.10 0.068
H -2.6127 -4.0093 0.4825 0.21 -0.09 -0.13 0.068
H -1.8123 -4.8303 -0.8824 -0.03 0.02 0.17 0.077
H -1.4088 -5.2690 0.7777 -0.04 0.20 -0.14 0.089
C 0.5988 -2.4978 -2.2875 0.42 0.36 0.13 -0.383
C 0.0828 -2.4764 -3.7239 0.02 0.00 -0.32 -0.137
H 0.9075 -3.5143 -2.0082 -0.01 0.28 -0.08 0.084
H 1.4893 -1.8584 -2.1876 0.00 -0.22 -0.14 0.046
H -0.6348 -3.2867 -3.9081 0.15 0.29 0.07 0.086
H -0.3886 -1.5226 -3.9951 0.11 -0.33 0.06 0.049
H 0.9293 -2.6295 -4.4070 -0.24 0.00 0.12 0.083
C -2.1932 -2.0645 -1.7574 0.16 0.47 -0.21 -0.381
C -3.3609 -1.6684 -0.8532 -0.46 0.12 0.07 -0.132
H -2.2967 -3.0994 -2.1217 0.13 0.36 0.11 0.088
H -2.1646 -1.4060 -2.6373 0.01 -0.26 0.24 0.067
H -4.0710 -1.0511 -1.4181 0.13 -0.15 0.21 0.083
H -3.9085 -2.5497 -0.4986 0.16 0.27 -0.01 0.073
H -3.0388 -1.0840 0.0190 -0.13 -0.17 -0.18 0.016
C 0.4704 2.4484 3.5877 0.12 0.79 -0.04 -0.038
N 0.3373 1.1002 4.0912 -0.62 -0.70 -0.36 -0.121
C 0.9975 0.5946 5.1938 0.09 0.19 -0.07 -0.018
C 0.6047 -0.6882 5.3428 -0.10 -0.12 -0.07 -0.020
N -0.2945 -0.9594 4.3324 -0.12 0.87 -0.60 -0.130
C -0.9339 -2.2366 4.1209 -0.40 -0.79 0.08 -0.037
C -0.4684 0.1407 3.5410 1.72 -0.22 1.76 -0.710
Se -1.4860 0.2782 2.0233 -0.16 0.39 -1.11 0.664
H 0.3707 3.1638 4.4206 0.04 -0.30 -0.36 0.113
H -0.3254 2.6431 2.8557 0.26 -0.11 0.34 0.053
H 1.4520 2.6010 3.1075 -0.34 -0.16 0.19 0.101
H 1.6854 1.2025 5.7695 -0.21 -0.19 -0.13 0.141
H 0.8791 -1.4404 6.0724 -0.09 0.24 -0.16 0.143
H -0.2137 -2.9816 3.7454 -0.19 0.36 0.11 0.094
H -1.3586 -2.5968 5.0724 0.16 0.18 -0.41 0.113
H -1.7434 -2.1127 3.3900 0.29 -0.06 0.28 0.059

***

(4)
35
Properties=species:S:1:pos:R:3:forces:R:3:lowdin_charge:R:1 method="wB97M-V/def2-TZVPD" smiles=CCc1ccc(O)cc1.Cc1ccc(O)cc1 gap_ev=8.79 de_lowest_kcal_mol=23.32 total_energy_ev=-19941.2974
C -1.8372 -0.3447 -2.6792 -0.44 -0.72 0.50 -0.107
C -0.8773 -1.5334 -2.6953 -0.05 0.36 -0.13 -0.201
C 0.3412 -1.3970 -1.8073 0.26 -0.10 1.23 -0.223
C 0.6574 -0.2337 -1.0952 -0.39 0.45 -1.58 -0.042
C 1.7240 -0.1407 -0.2250 1.05 -0.68 -0.89 -0.022
C 2.6068 -1.2188 -0.1481 -0.89 0.75 1.28 -0.323
O 3.7612 -1.1333 0.5724 0.49 -0.88 0.07 0.047
C 2.2259 -2.4413 -0.6667 0.59 -0.08 -0.27 -0.019
C 1.1108 -2.5162 -1.4822 0.31 0.17 -0.77 -0.044
H -2.1509 -0.2042 -1.6542 0.13 0.44 0.10 0.016
H -2.7746 -0.6153 -3.1888 0.46 0.34 -0.32 0.086
H -1.4125 0.5942 -3.0059 0.00 0.12 -0.44 0.074
H -1.4241 -2.3858 -2.3003 -0.16 -0.25 -0.10 0.108
H -0.6375 -1.7744 -3.7336 0.31 -0.08 0.06 0.111
H 0.1911 0.6689 -1.4825 -0.32 0.11 0.83 0.113
H 2.0344 0.7742 0.2388 -0.20 0.52 0.10 0.106
H 4.0405 -0.2466 0.8068 -0.44 0.24 -0.21 0.101
H 2.8892 -3.2839 -0.5029 -0.16 -0.05 -0.12 0.118
H 0.9742 -3.4128 -2.0627 -0.34 -0.48 0.19 0.111
C -2.6605 -1.0142 0.7176 1.24 -0.15 -0.41 -0.037
C -1.9197 0.2493 1.0941 -0.25 -0.20 0.41 -0.287
C -2.2959 1.4821 0.5980 0.50 0.22 1.09 -0.048
C -1.5801 2.6300 0.8774 0.62 -0.44 -0.06 -0.001
C -0.4061 2.5268 1.6063 0.38 0.52 -0.87 -0.333
O 0.4448 3.6015 1.5883 -0.32 0.51 0.11 0.044
C -0.0582 1.3316 2.1701 0.31 0.07 0.97 -0.053
C -0.8372 0.2265 1.9567 -0.27 -1.21 -0.09 -0.055
H -1.9458 -1.8380 0.7609 -0.09 -0.24 0.68 0.081
H -2.7968 -1.0153 -0.3597 -0.96 0.16 0.14 0.042
H -3.5597 -1.2446 1.2809 -0.08 0.09 -0.08 0.083
H -3.2388 1.5499 0.1596 -1.29 0.22 -1.26 0.102
H -1.8158 3.5759 0.4591 -0.41 0.68 -0.28 0.109
H 1.1846 3.5115 2.1956 -0.12 -0.29 0.10 0.101
H 0.7980 1.3120 2.8285 0.22 -0.25 0.03 0.118
H -0.6160 -0.7261 2.4290 0.30 0.12 0.00 0.122

***

(5)
56
Properties=species:S:1:pos:R:3:forces:R:3:lowdin_charge:R:1 method="wB97M-V/def2-TZVPD" charge=-1 gap_ev="6.37 / 6.69" multiplicity=6 total_energy_ev=-123047.3420
Ru 0.7072 0.3211 -0.3134 -0.23 -0.26 -0.21 0.854
C 5.5606 0.4901 -0.1370 0.18 -0.14 0.06 -0.194
Si 3.7101 0.8242 -0.2118 0.22 -0.02 0.16 0.298
C 3.3489 1.4513 -1.9351 0.02 0.12 -0.28 -0.197
C 3.3932 2.2258 0.9776 0.01 0.15 0.22 -0.192
N 2.6810 -0.4754 0.2224 -0.43 -0.01 -0.23 -0.195
C 2.8478 -1.8348 0.1435 0.20 0.23 -0.02 -0.338
C 4.0042 -2.4871 -0.3314 0.02 -0.05 -0.01 -0.040
C 4.1290 -3.8708 -0.3635 -0.02 0.12 0.00 -0.119
C 3.0972 -4.6895 0.0690 -0.07 0.05 0.03 -0.128
C 1.9332 -4.0866 0.5400 0.06 -0.06 -0.01 -0.039
C 1.8423 -2.7169 0.5713 -0.10 -0.05 0.02 -0.260
F 0.6830 -2.1792 1.0550 -0.04 0.02 0.04 -0.037
H 6.0968 1.4406 -0.0346 -0.05 -0.08 -0.02 0.024
H 5.9316 -0.0096 -1.0383 -0.01 0.05 0.10 0.020
H 5.8103 -0.1345 0.7282 0.02 0.07 -0.09 0.031
H 3.9655 2.3332 -2.1521 0.01 -0.10 0.00 0.030
H 2.3088 1.7545 -2.0791 -0.06 -0.01 0.02 -0.009
H 3.5634 0.6794 -2.6795 0.00 0.04 0.00 0.030
H 3.9566 3.1204 0.6869 -0.02 -0.07 0.04 0.031
H 3.7052 1.9314 1.9864 -0.04 0.07 -0.07 0.032
H 2.3381 2.5060 1.0212 0.02 -0.01 0.01 -0.013
H 4.8186 -1.8727 -0.6903 0.00 -0.05 -0.01 0.075
H 5.0448 -4.3110 -0.7430 -0.02 0.03 0.00 0.091
H 3.1836 -5.7683 0.0342 -0.01 0.03 0.01 0.086
H 1.0877 -4.6703 0.8835 0.01 0.02 0.00 0.110
C -3.7508 -1.8484 0.8987 0.01 0.00 0.01 -0.006
C -2.7044 -1.4141 1.8553 0.00 0.08 -0.06 -0.345
N -2.4316 -1.9645 2.9969 0.19 0.21 0.03 0.113
N -1.3728 -1.2246 3.4651 0.03 -0.27 0.32 0.020
C -0.9460 -0.2689 2.6217 0.06 0.02 -0.02 -0.831
S 0.3575 0.7663 2.6845 -0.09 -0.08 0.13 0.618
N -1.8529 -0.3678 1.6129 -0.16 0.13 -0.41 -0.086
N -1.6949 0.3730 0.4431 0.22 -0.23 0.32 0.046
H -4.3655 -2.6100 1.3713 0.01 -0.01 -0.01 0.081
H -3.2928 -2.2667 -0.0004 0.00 0.01 0.01 0.087
H -4.3836 -1.0103 0.6018 0.01 0.00 0.02 0.085
H -0.8870 -1.5035 4.2978 -0.03 0.00 0.00 0.144
H -2.2841 0.0096 -0.2931 0.07 -0.04 -0.09 0.058
H -1.8283 1.3807 0.6122 -0.12 0.21 -0.06 0.057
Se -0.0698 -0.9176 -2.1644 0.00 0.03 -0.03 -0.150
O -1.6910 5.5556 1.4261 -0.08 -0.23 -0.04 0.052
C -0.5040 5.7446 0.8289 0.06 0.00 -0.03 -0.273
C 0.0840 7.0072 0.9270 0.08 0.01 -0.05 -0.027
C 1.3032 7.2531 0.3233 0.00 0.00 0.00 -0.100
C 1.9653 6.2519 -0.3849 -0.06 -0.02 0.03 -0.099
C 1.3833 4.9993 -0.4761 0.00 0.04 0.03 -0.030
C 0.1532 4.7239 0.1186 0.06 0.04 -0.01 -0.064
C -0.4399 3.3513 -0.0009 -0.13 -0.02 -0.14 -0.568
O -1.5671 3.1491 0.5308 0.00 0.03 0.09 -0.041
O 0.2071 2.4871 -0.6527 0.21 -0.04 0.20 -0.167
H -1.9226 4.6045 1.2365 0.02 0.08 0.03 0.073
H -0.4379 7.7770 1.4832 0.01 -0.04 -0.03 0.110
H 1.7456 8.2399 0.4062 0.00 -0.03 0.00 0.095
H 2.9213 6.4486 -0.8531 -0.02 -0.01 0.01 0.092
H 1.8702 4.1927 -1.0093 0.00 0.01 -0.01 0.104

***

(6)
19
Properties=species:S:1:pos:R:3:forces:R:3:lowdin_charge:R:1 method="wB97M-V/def2-TZVPD" charge=-1 gap_ev=6.88 de_lowest_kcal_mol=116.64 total_energy_ev=-19722.7486
C 0.0055 0.9648 0.4005 -0.30 -1.25 0.60 -0.323
C 0.9849 0.9833 1.5284 0.51 0.13 -0.35 -0.461
S 1.4006 -0.7948 1.7985 8.03 4.23 5.99 0.847
C 0.5983 0.2355 -0.7984 1.35 2.60 -1.03 -0.369
N -0.4300 -0.1444 -1.7174 0.09 -0.91 -0.89 -0.042
H -0.7717 0.2774 0.7339 -0.66 0.52 -0.08 0.050
H -0.4889 1.9245 0.2283 0.25 -0.17 -0.31 0.118
H 1.8487 1.5347 1.1397 0.48 -0.31 0.64 0.070
H 0.6088 1.4558 2.4420 0.10 -0.28 -0.16 0.069
H 1.3165 0.9083 -1.3302 -0.33 0.05 0.18 0.115
H 1.2747 -0.5805 -0.5262 -0.53 0.41 -0.12 0.042
H -0.3317 0.3512 -2.5921 -0.46 -0.08 0.17 0.065
H 0.4855 -1.2547 1.2767 -7.07 -1.60 -1.30 -0.283
H 0.5094 -1.7906 0.4752 -0.92 -4.17 -6.97 -0.036
H -0.1370 -1.8213 -1.1477 0.63 -0.34 0.98 0.004
O 0.3823 -2.3832 -0.4884 -0.21 0.87 2.84 -0.257
H -3.3993 -0.0245 -0.1576 0.07 -0.02 0.02 -0.134
H -1.3673 -0.1012 -1.2579 -0.31 0.51 0.01 0.025
O -2.4893 0.2596 -0.0074 -0.73 -0.18 -0.24 -0.501